50
Properties=species:S:1:pos:R:3:forces:R:3:mulliken_charge:R:1 method="wB97M-V/def2-TZVPD" e_homo_ev=-9.01 total_charge=0 spin_multiplicity=1 smiles="O=C(O)CCC[PH2](Br)CCCCS(=O)(=O)Cl.COP(=O)(OC)OC" e_tot_ev=-140177.14237 gap_ev=6.54
Br -2.700 -1.130 -2.260 -1.2 -0.5 0.7 -0.344
Cl -1.247 3.416 1.198 1.0 -0.8 -0.5 -0.202
S -0.012 1.842 0.547 0.4 -7.0 0.8 0.786
P -0.830 -0.485 -3.359 1.8 1.4 -1.1 0.415
P 2.158 0.641 6.544 7.8 -2.7 7.0 1.023
O -4.513 -0.021 -6.358 -0.8 -1.7 2.8 -0.489
O 1.815 -0.892 7.051 -1.5 0.8 -0.2 -0.332
O 3.128 0.010 5.259 -2.7 1.7 -0.8 -0.294
O 0.764 1.181 1.735 -2.5 3.5 -3.9 -0.474
O -0.867 0.756 -0.156 2.4 4.5 1.9 -0.423
O 1.187 1.273 7.830 -1.1 0.2 -3.3 -0.251
O 3.419 1.134 7.258 -1.3 0.6 -1.4 -0.658
O -5.401 -0.596 -4.201 4.9 -2.9 -6.4 -0.547
C 0.823 0.250 -4.084 1.2 1.4 -0.6 -1.006
C -4.623 -0.994 -5.223 -4.0 3.5 3.6 0.461
C 1.783 1.339 -1.726 -0.4 0.3 -0.8 -0.259
C 2.867 -1.825 7.218 0.5 -0.6 -0.6 -0.659
C 1.184 2.534 -0.757 1.7 0.7 0.2 -0.702
C -3.854 -2.418 -5.359 -1.1 -0.6 -0.4 -0.337
C -2.245 -2.435 -5.157 0.3 -1.1 -0.7 -0.555
C -1.472 -1.006 -5.083 1.1 -0.7 -1.1 -0.693
C 1.295 1.629 -3.263 0.1 -0.3 -1.4 -0.709
C 2.380 -0.382 4.123 -0.1 -0.2 -0.9 -0.699
C -0.206 1.149 7.620 -0.9 0.0 0.1 -0.644
H 2.161 2.109 -3.930 -1.7 -0.9 1.7 0.333
H -2.033 -0.083 -5.532 0.7 -1.8 0.9 0.370
H -2.018 -3.173 -4.245 -0.4 2.1 -1.8 0.285
H 0.396 2.409 -3.338 1.8 -1.7 0.4 0.310
H 3.839 -1.343 7.353 -0.2 0.1 -0.1 0.338
H 0.684 0.623 -5.209 0.3 -0.9 2.3 0.377
H -0.082 -1.429 -2.538 -0.6 0.6 -0.7 0.044
H -0.495 0.098 7.563 -0.1 0.0 0.0 0.276
H -0.487 1.660 6.695 -0.3 0.0 0.1 0.276
H -4.131 -2.872 -6.428 0.6 1.3 2.2 0.325
H -1.100 0.881 -2.886 -0.1 -1.2 -0.3 0.031
H 3.047 -0.890 3.420 -0.1 0.1 0.2 0.289
H 2.661 -2.442 8.097 -0.3 0.2 -0.1 0.260
H -4.337 -3.176 -4.581 0.9 2.1 -1.6 0.235
H 1.957 0.506 3.640 0.1 -0.4 -0.2 0.309
H -0.730 1.616 8.456 0.1 0.0 -0.1 0.258
H 1.659 -0.567 -4.050 -1.3 1.6 -0.2 0.316
H 2.092 2.966 -0.147 -2.0 -0.7 -0.9 0.362
H 2.974 1.399 -1.699 -2.8 -0.3 0.2 0.322
H 0.687 3.423 -1.332 0.7 -1.9 1.1 0.416
H -5.150 0.746 -6.155 1.3 -1.8 0.1 0.352
H 1.575 -1.066 4.406 0.0 -0.1 -0.1 0.327
H 1.385 0.261 -1.438 1.0 2.5 -0.2 0.261
H -1.800 -3.016 -6.102 -1.0 1.4 2.0 0.329
H -0.491 -1.125 -5.756 -2.2 0.3 1.6 0.364
H 2.905 -2.484 6.337 0.1 0.1 0.2 0.229

=====

46
Properties=species:S:1:pos:R:3:forces:R:3:mulliken_charge:R:1 method="wB97M-V/def2-TZVPD" e_homo_ev="-10.19 / -10.78" total_charge=+1 spin_multiplicity=2 e_tot_ev=-44625.40686 gap_ev="8.09 / 6.39"
Hg -0.510 0.129 0.327 0.1 -0.1 -1.8 2.695
P -0.705 2.355 0.583 0.9 2.0 -0.5 -0.320
P -2.336 -1.021 1.052 -0.6 -1.8 -0.1 -0.232
O 0.430 -0.100 2.118 5.1 0.0 5.2 -1.073
O -1.404 -0.092 -1.722 -0.3 -1.3 -1.8 -0.584
N 0.150 -1.856 -0.394 -0.3 1.1 -0.3 -0.648
N 1.408 -0.219 4.083 0.2 -0.4 2.3 -0.245
N 2.647 0.563 2.256 -1.1 -0.4 0.1 -0.264
N 1.326 0.590 -0.715 -0.4 0.3 0.9 -0.457
C -0.603 -2.855 0.069 0.1 0.6 0.1 -0.189
C 1.583 -1.838 -0.587 0.0 0.1 0.6 -0.990
C 0.778 2.853 -0.230 0.3 1.5 0.1 -0.641
C 1.530 0.090 2.837 -4.2 -0.4 -4.5 0.707
C -1.128 -0.228 -4.042 -0.3 0.3 -1.2 -1.456
C -1.992 1.866 -2.901 -0.5 0.4 -0.6 -1.374
C 1.590 1.891 -0.773 -0.4 -1.4 0.0 -0.208
C 0.186 -0.756 4.737 0.6 0.2 0.0 -0.673
C -1.805 -2.667 0.695 -0.6 -1.3 0.2 -0.663
C 1.986 -0.537 -1.308 0.1 0.1 -0.5 -0.737
C -1.041 0.706 -2.868 0.0 -0.9 0.4 0.933
H 0.426 -1.729 5.168 -0.1 0.1 0.0 0.315
H 1.837 -2.705 -1.177 0.6 -0.4 -0.3 0.528
H -1.867 2.536 -2.046 0.0 -0.1 -0.1 0.181
H -0.849 -0.943 -1.668 -0.8 1.1 -0.7 0.428
H -0.187 -3.816 -0.151 -0.2 -1.0 0.2 0.532
H 3.415 0.680 2.839 1.7 0.4 0.7 0.156
H -2.442 -3.538 0.943 0.5 0.7 -0.3 0.369
H 1.084 3.915 -0.263 -0.2 -0.8 0.0 0.379
H -2.154 -0.626 -4.156 0.5 0.2 0.1 0.315
H -0.750 2.754 1.887 0.0 0.4 0.8 0.079
H 1.703 -0.615 -2.368 0.1 -0.1 0.0 0.269
H -0.635 -0.867 4.033 0.4 0.1 -0.1 0.117
H -3.039 1.519 -2.926 0.4 0.1 0.0 0.312
H -0.874 0.314 -4.966 0.0 -0.2 0.1 0.409
H -0.440 -1.076 -3.956 0.0 0.1 0.1 0.390
H -0.110 -0.069 5.533 0.0 -0.1 -0.1 0.315
H 2.505 2.097 -1.282 0.7 0.9 -0.4 0.551
H 2.211 -0.092 4.660 0.3 0.0 0.6 0.176
H -1.825 2.921 0.061 -0.8 0.7 -0.3 0.127
H -0.013 1.066 -2.733 -0.1 0.0 -0.1 -0.054
H 2.707 0.789 1.269 -0.4 -0.2 0.4 0.147
H -3.483 -0.711 0.382 -0.9 0.1 -0.3 0.104
H -1.808 2.454 -3.813 -0.1 -0.1 0.3 0.406
H -2.667 -0.878 2.361 -0.4 0.0 1.0 0.075
H 3.058 -0.366 -1.240 0.3 -0.4 -0.2 0.570
H 2.104 -1.889 0.391 -0.1 0.0 -0.4 0.224